The following is a DFT calculation (the ωB97M-V functional and the def2-TZVPD basis) of a cluster of 7 separate species, C26H58BF7N6O10P3 in total at a distorted geometry.

## Properties
Molecular weight   851.502 g mol⁻¹
Calculated total energy   -104880.557 eV
Frontier orbital gap   5.2772 eV
Lowest unoccupied orbital energy   1.92 eV
HOMO energy   -3.36 eV

Geometry as ORCA input:
```
! RIJCOSX wB97M-V def2-TZVPD def2/J DEFGRID3
* xyz -1 1
F -0.373 3.398 -1.570
H -7.045 4.405 3.816
O -5.680 4.118 0.691
P 5.842 -0.276 -1.277
C 0.071 4.082 -0.298
N 3.210 -6.808 -1.634
O 4.298 0.653 -5.201
B 1.877 1.209 1.829
H -4.784 8.171 0.096
H -0.726 2.326 5.416
H -6.362 1.303 6.027
H 0.333 -3.270 -0.204
C 3.192 1.661 2.687
C -6.532 3.465 4.032
H 2.977 2.725 3.148
H 2.577 -1.242 -2.847
H -2.899 1.632 8.542
H -4.787 4.406 4.786
O 0.624 0.937 2.617
H -3.184 5.618 1.739
H -1.737 -1.588 0.880
H 2.464 3.810 -6.633
N -5.507 3.731 5.013
H -1.549 -0.309 7.871
H -2.477 2.021 5.158
H 6.241 -0.701 -2.626
C 2.341 2.910 -7.237
H 1.844 -4.231 -3.304
H -1.483 -0.363 -0.642
F -0.244 5.540 -0.543
F 2.443 2.797 -2.146
H -4.335 7.450 -1.470
H 2.189 -2.910 -0.172
H 6.169 1.129 -1.031
H 1.063 -2.233 -1.596
C -1.395 0.380 6.004
H -7.256 2.725 4.376
H -1.509 0.289 1.141
C 2.941 -0.282 -2.266
H 3.490 -6.946 -0.670
C 1.145 -2.428 -0.431
H 3.291 0.930 3.626
H 2.975 0.886 -7.167
H -2.731 4.892 0.160
C -1.192 -0.627 0.459
H 0.349 1.348 -0.225
C -0.570 -7.592 -4.347
O 6.549 -1.250 -0.235
F 3.864 2.696 -0.240
H 4.466 -8.140 -2.584
H -1.163 1.935 8.797
P 0.726 -0.922 0.629
C 3.776 1.713 -5.536
C -5.362 3.181 6.254
H 1.442 -5.938 -3.576
H -3.303 3.866 1.490
C 3.937 -0.511 -0.984
F -0.725 3.546 0.847
C -4.836 4.996 0.529
N -1.621 0.550 7.339
H 3.907 -1.662 -0.723
C -1.532 -9.950 -2.813
H -6.147 6.185 -0.394
C 2.687 -5.571 -1.873
H -3.318 7.164 -0.033
H 3.069 -7.640 -3.574
C -4.341 7.298 -0.388
O 1.742 0.487 -1.791
C -1.937 1.769 8.044
H 2.738 3.085 -8.240
H -7.371 2.614 6.725
F 2.227 5.054 -1.032
H 2.839 -8.755 -2.201
C 3.928 2.970 -4.724
H -0.846 -7.142 -3.389
O -1.136 -0.738 5.566
H 4.200 1.725 2.100
N -5.177 6.156 -0.102
H 3.083 -5.317 -3.961
H -6.126 1.819 7.707
H 0.934 0.242 3.294
C 0.299 -8.797 -4.118
H -1.989 2.633 7.380
H 2.948 3.315 -4.382
H -6.045 3.105 3.123
H 4.418 3.743 -5.321
H -1.465 -7.877 -4.906
O 1.446 -8.866 -4.552
O 3.355 0.203 0.162
H -1.408 -10.098 -1.738
N -0.219 -9.837 -3.403
H 3.498 0.483 -2.956
C -1.474 1.588 5.113
C 3.402 -7.893 -2.566
N 3.030 1.772 -6.677
P 1.750 0.932 -0.071
C 1.697 3.972 -0.104
F 2.181 4.463 1.240
H 4.547 2.764 -3.847
H -2.021 -10.827 -3.243
O 2.595 -4.759 -0.956
C -6.375 2.164 6.700
H -1.271 1.293 4.080
H -0.019 -6.850 -4.931
O -4.423 3.524 6.967
C 2.409 2.620 -0.644
C 2.237 -5.251 -3.272
H 0.426 -10.610 -3.292
C -3.420 4.840 1.008
H -2.146 -9.066 -2.990
H 1.280 2.661 -7.309
*
```